one) C6H13N4O2 | ωB97M-V/def2-TZVPD

The calculation puts the molecular weight at 173.196 g/mol. The charge is +1. The calculation puts the HOMO energy at -12.53 eV. The HOMO-LUMO gap is 9.61 eV. Its LUMO energy is -2.9 eV.

Each line ends with the Löwdin charge.
CARTESIAN COORDINATES (ANGSTROEM)
1 C 2.21 1.33 -1.06  0.009
2 O -2.74 -1.77 -4.24  0.257
3 H 1.76 -0.30 0.13  0.162
4 H -3.42 -0.99 0.92  0.081
5 H -4.04 0.64 1.49  0.083
6 C -1.92 -1.30 -3.60  -0.422
7 H -0.17 0.37 -1.24  0.102
8 H 3.28 1.35 -0.84  0.112
9 H 2.82 1.27 1.59  0.112
10 C 1.76 1.35 1.33  0.009
11 N -2.07 0.56 1.31  0.077
12 H 1.49 2.41 1.27  0.117
13 H 1.17 0.89 2.12  0.110
14 H 2.05 0.77 -1.98  0.112
15 N -0.01 -2.65 1.42  0.039
16 C 0.01 0.61 -0.18  -0.148
17 N 1.48 0.69 0.05  -0.211
18 H -0.46 1.57 0.05  0.121
19 O -1.10 -0.83 -2.95  0.190
20 C -3.19 0.03 1.23  -0.102
21 H -0.88 -2.83 1.90  0.114
22 C -0.57 -0.48 0.68  -0.110
23 N 0.16 -1.57 0.68  -0.035
24 H 1.86 2.35 -1.19  0.116
25 H 0.51 -3.45 1.10  0.107

---

two) C6H13N4O2 | ωB97M-V/def2-TZVPD

The calculation puts the molecular weight at 173.196 g/mol. As for the SMILES: CN1C[N@@H+](C)CN=C1C[N+](=O)[O-]. The charge is +1. The calculation puts the HOMO energy at -13.11 eV. The HOMO-LUMO gap is 9.85 eV. Its LUMO energy is -3.3 eV.

Each line ends with the Löwdin charge.
CARTESIAN COORDINATES (ANGSTROEM)
1 H -1.17 0.57 -3.03  0.159
2 H 2.65 -0.62 -1.29  0.184
3 H 3.28 -0.60 1.56  0.107
4 H 1.94 -1.16 2.72  0.140
5 C 2.40 -1.18 1.68  0.017
6 H -2.70 -0.42 1.23  0.094
7 O -1.32 3.04 -2.71  0.136
8 N -0.91 -0.04 0.17  -0.060
9 H 1.60 -1.96 -0.91  0.143
10 H -0.36 -0.50 2.12  0.147
11 N -1.13 2.31 -1.78  -0.351
12 C -1.36 0.91 -2.01  -0.019
13 C -2.14 0.45 0.91  0.026
14 H -2.40 0.60 -1.95  0.148
15 H 2.59 -2.15 1.52  0.063
16 H 1.54 0.46 0.90  0.212
17 C -0.55 0.08 -1.06  -0.358
18 H -2.82 1.12 0.29  0.126
19 C -0.01 -0.84 1.12  -0.054
20 H -0.27 -2.00 0.92  0.208
21 N 0.62 -0.24 -1.48  0.080
22 N 1.40 -0.59 0.79  -0.108
23 O -0.74 2.70 -0.65  0.059
24 H -1.72 0.92 1.72  0.060
25 C 1.58 -0.84 -0.81  -0.160

---

Stability ranking, top and bottom: one) is the most stable and two) is the least stable.

---

one) C5H8O3 | ωB97M-V/def2-TZVPD

The calculation puts the molecular weight at 116.116 g/mol. The calculation puts the HOMO energy at -9.36 eV. The HOMO-LUMO gap is 10.42 eV. Its LUMO energy is 1.1 eV.

Each line ends with the Löwdin charge.
CARTESIAN COORDINATES (ANGSTROEM)
1 C 1.39 1.09 -0.10  -0.010
2 H 1.86 1.35 0.94  0.129
3 C 1.48 -0.54 -0.21  -0.084
4 C 0.07 -1.03 0.31  -0.343
5 O -1.25 -1.03 -0.42  -0.081
6 O -1.48 1.34 0.08  0.037
7 O -0.15 -0.01 1.12  -0.021
8 H 1.79 1.67 -0.90  0.082
9 H -0.15 0.37 -1.01  0.144
10 H 1.74 -0.88 -1.27  0.124
11 H 2.33 -0.97 0.43  0.133
12 H -2.89 0.01 -0.75  0.143
13 H 0.13 -2.04 0.92  0.190
14 C -2.11 0.01 0.00  -0.137
15 C -0.22 0.86 -0.01  -0.409
16 H -2.53 -0.19 0.90  0.103

---

two) C5H8O3 | ωB97M-V/def2-TZVPD

The calculation puts the molecular weight at 116.116 g/mol. The calculation puts the HOMO energy at -8.93 eV. The HOMO-LUMO gap is 9.21 eV. Its LUMO energy is 0.3 eV.

Each line ends with the Löwdin charge.
CARTESIAN COORDINATES (ANGSTROEM)
1 O -1.08 0.16 1.62  -0.072
2 O 1.34 0.16 1.91  0.079
3 H -2.51 0.40 -0.77  0.089
4 H -0.33 1.31 -2.02  0.074
5 H -1.69 -1.02 -1.43  0.085
6 H 3.24 -0.56 0.85  0.145
7 H 0.03 -1.29 0.49  0.203
8 C -0.83 -0.23 0.37  -0.498
9 H 1.50 1.40 -1.74  0.074
10 C 0.38 0.46 -0.24  -0.207
11 C 0.53 1.07 -1.41  0.112
12 H 0.06 0.23 2.08  0.130
13 C -2.00 -0.53 -0.51  -0.028
14 O 2.62 -0.35 0.13  0.161
15 C 1.44 -0.05 0.66  -0.431
16 H -2.71 -1.16 0.03  0.084

---

Stability ranking, top and bottom: two) is the most stable and one) is the least stable.